{"formula": "C31H43F2N10O4Rb", "method": "ωB97M-V/def2-TZVPD", "species": ["Rb", "N", "C", "C", "C", "C", "N", "C", "N", "N", "C", "O", "O", "H", "H", "H", "H", "H", "H", "H", "H", "H", "H", "H", "H", "H", "H", "F", "C", "C", "C", "C", "C", "F", "C", "C", "C", "C", "C", "C", "N", "H", "H", "H", "H", "H", "H", "N", "C", "O", "C", "C", "N", "C", "N", "H", "H", "C", "C", "C", "C", "H", "H", "H", "H", "H", "H", "H", "H", "H", "C", "N", "C", "C", "C", "N", "C", "C", "O", "H", "H", "H", "H", "H", "H", "H", "H", "H", "H", "H", "H"], "xyz": [[-1.53, -0.63, 0.80], [1.33, 1.33, 1.67], [2.43, 0.48, 2.08], [3.22, 1.06, 3.27], [4.43, 0.25, 3.75], [5.50, -0.02, 2.70], [5.06, -1.11, 1.82], [5.06, -1.03, 0.50], [4.21, -1.80, -0.20], [5.90, -0.19, -0.16], [1.88, -0.92, 2.43], [2.72, -1.90, 2.33], [0.73, -0.99, 2.81], [1.51, 2.31, 1.82], [0.50, 1.07, 2.19], [3.11, 0.39, 1.23], [2.52, 1.17, 4.11], [3.55, 2.07, 3.00], [4.09, -0.71, 4.15], [4.90, 0.79, 4.58], [6.43, -0.32, 3.20], [5.71, 0.88, 2.12], [4.11, -1.54, 2.14], [3.38, -2.08, 0.34], [4.01, -1.52, -1.15], [6.76, 0.03, 0.32], [6.03, -0.40, -1.14], [-1.90, 1.67, -5.23], [-1.96, 2.06, -3.91], [-2.14, 1.11, -2.92], [-2.19, 1.47, -1.56], [-2.10, 2.85, -1.29], [-1.90, 3.77, -2.31], [-1.75, 5.11, -2.04], [-1.81, 3.41, -3.65], [-2.30, 3.29, 0.12], [-3.17, 4.34, 0.43], [-3.48, 4.61, 1.75], [-2.92, 3.81, 2.74], [-2.06, 2.80, 2.35], [-1.74, 2.55, 1.08], [-2.22, 0.07, -3.23], [-1.65, 4.13, -4.43], [-3.62, 4.91, -0.37], [-4.17, 5.40, 2.00], [-3.18, 3.94, 3.78], [-1.65, 2.13, 3.09], [-2.17, -3.33, -2.33], [-3.21, -3.38, -1.40], [-3.01, -2.94, -0.26], [-4.42, -3.99, -1.87], [-4.52, -4.42, -3.21], [-4.61, -4.76, -4.31], [-5.52, -4.24, -1.02], [-6.45, -4.48, -0.37], [-2.42, -3.38, -3.30], [-1.49, -2.62, -2.10], [-5.71, -1.28, 3.74], [-4.22, -1.12, 3.36], [-3.42, -2.18, 4.12], [-3.64, 0.27, 3.58], [-6.10, -2.28, 3.51], [-6.31, -0.55, 3.19], [-5.84, -1.09, 4.81], [-4.16, -1.35, 2.29], [-3.56, -2.03, 5.20], [-2.36, -2.08, 3.91], [-3.75, -3.20, 3.87], [-3.59, 0.55, 4.64], [-4.12, 1.05, 2.98], [0.94, 1.65, -1.87], [1.80, 0.69, -2.57], [2.27, 1.09, -3.88], [3.39, 0.19, -4.35], [2.90, -1.24, -4.29], [2.44, -1.55, -2.95], [2.15, -2.95, -2.72], [1.72, -0.61, -2.19], [1.12, -0.99, -1.19], [1.33, 2.65, -2.07], [0.95, 1.46, -0.80], [-0.09, 1.60, -2.22], [2.60, 2.13, -3.81], [1.45, 1.07, -4.61], [4.25, 0.31, -3.68], [3.71, 0.46, -5.36], [3.70, -1.94, -4.55], [2.09, -1.38, -5.02], [3.07, -3.53, -2.74], [1.48, -3.34, -3.49], [1.67, -3.07, -1.76]], "mulliken_charge": [0.712, -0.117, 1.012, -0.964, -1.036, -0.688, -0.271, 0.641, -0.418, -0.465, 0.618, -1.005, -0.842, 0.257, -0.171, -0.330, 0.308, 0.407, 0.357, 0.460, 0.352, 0.421, 0.382, 0.501, 0.036, 0.242, 0.239, -0.445, 0.667, -0.844, -1.062, 1.186, 0.723, -0.398, -0.860, -0.363, -0.843, -0.395, -0.515, -0.369, 0.393, 0.523, 0.447, 0.377, 0.350, 0.361, 0.083, -0.358, 0.620, -0.652, 0.253, -0.068, -0.658, 0.140, -0.680, 0.264, 0.083, -1.754, 1.611, -1.321, -1.193, 0.368, 0.336, 0.375, -0.174, 0.383, 0.090, 0.366, 0.068, 0.202, -0.359, 0.429, -0.610, -0.550, -0.815, 0.487, -1.175, 0.043, -0.446, 0.444, -0.243, -0.026, 0.353, 0.269, 0.165, 0.370, 0.384, 0.322, 0.274, 0.389, 0.338], "fmax_ev_per_a": 0.6, "homo_energy_ev": 0.73, "charge": -2, "relative_energy_kcal_mol": 39.57, "e_lumo_ev": 2.650}

***

{"formula": "C31H43GeN3O13P2Pt", "method": "ωB97M-V/def2-TZVPD", "species": ["Pt", "C", "C", "C", "O", "P", "O", "C", "P", "O", "O", "C", "C", "C", "O", "C", "C", "C", "O", "C", "C", "C", "H", "H", "H", "H", "H", "H", "H", "H", "H", "H", "H", "H", "H", "H", "H", "H", "H", "H", "H", "H", "H", "H", "H", "H", "H", "H", "H", "H", "H", "H", "O", "N", "O", "C", "C", "C", "C", "O", "C", "C", "N", "O", "O", "N", "O", "O", "H", "H", "Ge", "C", "C", "C", "C", "C", "C", "C", "C", "C", "C", "C", "C", "H", "H", "H", "H", "H", "H", "H", "H", "H", "H", "H"], "xyz": [[0.89, -0.04, 1.82], [-1.23, 4.56, 0.16], [-0.12, 3.60, 0.54], [1.16, 4.29, 0.92], [0.20, 2.75, -0.63], [-0.39, 1.34, -0.93], [-0.57, 0.44, 0.26], [0.87, 0.65, -2.01], [2.45, 0.45, -1.16], [2.28, 0.03, 0.27], [3.16, -0.61, -2.04], [4.45, -1.26, -1.66], [4.13, -2.55, -0.95], [5.23, -1.43, -2.94], [3.25, 1.79, -1.19], [3.74, 2.42, -2.44], [3.00, 3.73, -2.60], [5.23, 2.57, -2.30], [-1.76, 1.43, -1.64], [-2.19, 2.00, -2.94], [-1.37, 3.19, -3.36], [-2.19, 0.87, -3.95], [-1.43, 5.23, 1.00], [-2.15, 4.04, -0.09], [-0.92, 5.18, -0.68], [-0.47, 2.92, 1.32], [1.47, 4.97, 0.13], [1.96, 3.57, 1.10], [1.02, 4.87, 1.83], [1.01, 1.29, -2.89], [0.55, -0.34, -2.34], [4.96, -0.56, -0.99], [3.55, -3.20, -1.61], [3.56, -2.37, -0.04], [5.06, -3.06, -0.69], [4.69, -2.09, -3.62], [6.20, -1.88, -2.72], [5.40, -0.48, -3.43], [3.51, 1.73, -3.26], [3.19, 4.37, -1.74], [1.93, 3.58, -2.68], [3.36, 4.24, -3.49], [5.47, 3.18, -1.42], [5.64, 3.08, -3.18], [5.73, 1.61, -2.20], [-3.21, 2.31, -2.72], [-0.35, 2.91, -3.65], [-1.32, 3.95, -2.59], [-1.84, 3.63, -4.24], [-1.18, 0.52, -4.15], [-2.62, 1.23, -4.89], [-2.80, 0.04, -3.59], [-3.85, 3.99, 5.75], [-4.20, 2.88, 5.40], [-5.30, 2.41, 5.47], [-3.15, 2.03, 4.81], [-1.84, 2.50, 4.76], [-0.88, 1.69, 4.20], [-1.13, 0.36, 3.76], [-0.16, -0.45, 3.50], [-2.51, 0.01, 3.72], [-3.50, 0.82, 4.27], [-3.00, -1.18, 3.07], [-2.20, -1.89, 2.39], [-4.16, -1.46, 3.13], [0.45, 2.27, 4.03], [1.15, 1.90, 3.08], [0.78, 3.17, 4.76], [-1.60, 3.48, 5.14], [-4.54, 0.51, 4.27], [-2.75, -3.61, 1.54], [-1.36, -4.77, 2.15], [-1.73, -6.10, 2.37], [-0.78, -7.05, 2.74], [0.55, -6.67, 2.90], [0.92, -5.35, 2.69], [-0.03, -4.42, 2.31], [-2.76, -3.26, -0.34], [-1.61, -3.54, -1.08], [-1.66, -3.50, -2.47], [-2.85, -3.20, -3.11], [-3.99, -2.92, -2.38], [-3.95, -2.95, -1.00], [-4.12, -3.81, 2.17], [-2.76, -6.41, 2.27], [-1.08, -8.07, 2.91], [1.28, -7.40, 3.20], [1.95, -5.05, 2.83], [0.31, -3.39, 2.19], [-0.69, -3.82, -0.58], [-0.78, -3.75, -3.05], [-2.89, -3.20, -4.20], [-4.92, -2.69, -2.89], [-4.86, -2.76, -0.43]], "mulliken_charge": [3.271, -1.658, 1.578, -1.416, 0.584, -0.949, -1.228, -0.374, -0.277, -0.698, -0.019, 0.702, -1.437, -1.515, -0.240, 0.727, -1.160, -1.541, -0.430, 0.423, -1.117, -1.195, 0.498, 0.369, 0.296, -0.438, 0.346, 0.288, 0.465, 0.362, 0.651, 0.382, 0.318, 0.266, 0.464, 0.349, 0.420, 0.357, 0.391, 0.239, 0.139, 0.503, 0.347, 0.422, 0.334, 0.384, 0.238, 0.141, 0.520, 0.199, 0.473, 0.262, -0.591, 1.068, -0.589, -0.830, -0.388, -0.291, 1.154, -1.097, -0.371, -0.030, 0.884, -0.092, -0.565, 1.079, -0.698, -0.530, 0.672, 0.750, 0.492, 0.215, -0.619, -0.747, -0.463, -0.715, 0.352, 0.246, -0.149, -0.715, -0.534, -0.732, -0.285, 0.002, 0.393, 0.414, 0.402, 0.436, 0.235, 0.425, 0.471, 0.465, 0.451, 0.410], "fmax_ev_per_a": 0.8, "homo_energy_ev": [-14.01, -14.01], "charge": 2, "spin_multiplicity": 3, "relative_energy_kcal_mol": 0.00, "e_lumo_ev": [-7.065, -7.423]}